(1)
DFT (the ωB97M-V functional and the def2-TZVPD basis) results for an isolated ion of composition C3H7N2 and charge +1.

Structure (SMILES): [H]/N=C1/C[C@H]1[NH3+]
E: -227.6535 hartree
Energy relative to the best compared isomer or geometry (same formula, charge and spin): 63.26 kcal per mole
E_LUMO: -4.11 eV
Multiplicity: 1
Charge: +1

Each line ends with the Löwdin charge.
Element x y z (Å)
C  1.1120  -0.3457  -0.9081  -0.36
C  0.9563  -1.0565  0.2741  -0.05
C  -0.2804  -0.4265  -0.2434  -0.09
N  1.7514  -0.0790  -1.8625  0.24
N  -1.0220  0.8333  0.3960  0.25
H  0.7592  -2.1281  0.1165  0.15
H  1.6637  -0.8137  1.1242  0.17
H  -0.9634  -1.0094  -0.7569  0.12
H  1.3515  0.4994  -2.5734  0.09
H  -0.9822  1.6522  -0.1594  0.14
H  -0.5660  1.1119  1.2706  0.17
H  -2.0259  0.6934  0.5524  0.17

---

(2)
DFT (the ωB97M-V functional and the def2-TZVPD basis) results for an isolated ion of composition C3H7N2 and charge +1.

Structure (SMILES): [NH2+]=C1CCN1
E: -227.7031 hartree
Energy relative to the best compared isomer or geometry (same formula, charge and spin): 32.18 kcal per mole
E_LUMO: -3.86 eV
Multiplicity: 1
Charge: +1

Each line ends with the Löwdin charge.
Element x y z (Å)
C  -0.6104  0.0956  -0.0625  -0.37
C  0.5791  -0.8980  -0.0681  -0.09
C  1.5962  0.2648  0.1301  0.12
N  0.0581  1.2349  -0.0764  0.18
N  -1.8886  -0.1267  0.1609  0.21
H  0.4610  -1.7692  0.6030  0.13
H  0.7813  -1.4558  -1.0255  0.14
H  1.7159  0.3460  1.2154  0.11
H  2.3195  0.7127  -0.6916  0.17
H  -0.3072  2.1026  -0.1938  0.09
H  -2.2218  -1.1517  0.0562  0.19
H  -2.4833  0.6448  -0.0476  0.13

---

(3)
DFT (the ωB97M-V functional and the def2-TZVPD basis) results for an isolated ion of composition C3H7N2O and charge +1.

Structure (SMILES): CN1CC[N+]1=O
E: -302.8501 hartree
Energy relative to the best compared isomer or geometry (same formula, charge and spin): 119.20 kcal per mole
E_LUMO: -5.53 eV
Multiplicity: 1
Charge: +1

Each line ends with the Löwdin charge.
Element x y z (Å)
C  -0.6151  0.7799  -0.3411  0.06
C  0.0158  0.3546  -1.8197  0.06
C  0.4665  -0.9748  1.3580  0.04
N  0.2439  -0.3628  0.1425  -0.05
N  0.7076  -0.6679  -1.0458  -0.19
O  1.4241  -1.6015  -1.2681  0.20
H  -0.3016  1.6965  -0.0915  0.08
H  -1.7250  0.6875  -0.3086  0.15
H  -0.6988  -0.0477  -2.5848  0.16
H  0.5832  1.1729  -2.2999  0.15
H  0.4943  -2.0490  1.0814  0.14
H  1.4659  -0.7982  1.6177  0.11
H  -0.2244  -0.9142  2.0818  0.08

---

(4)
DFT (the ωB97M-V functional and the def2-TZVPD basis) results for an isolated ion of composition C3H7N2O and charge +1.

Structure (SMILES): NC(=O)[C@@H]1C[NH2+]1
E: -302.9425 hartree
Energy relative to the best compared isomer or geometry (same formula, charge and spin): 61.21 kcal per mole
E_LUMO: -3.04 eV
Multiplicity: 1
Charge: +1

Each line ends with the Löwdin charge.
Element x y z (Å)
C  -1.2587  -0.1415  0.0016  -0.43
C  1.4527  0.0495  -0.6901  -0.04
C  0.4840  0.5245  0.2716  -0.03
N  -2.1785  0.7241  0.2063  0.20
N  1.1476  -0.7869  0.4568  0.12
O  -1.2391  -1.3167  -0.2647  0.09
H  1.2141  -0.2863  -1.7346  0.17
H  2.4474  0.4152  -0.7331  0.12
H  0.5225  1.3283  0.9607  0.13
H  -1.8557  1.6627  0.2953  0.12
H  -3.0497  0.3103  -0.3142  0.22
H  0.5635  -1.6451  0.3305  0.18
H  1.7499  -0.8382  1.2139  0.15

---

(5)
DFT (the ωB97M-V functional and the def2-TZVPD basis) results for a 2-piece molecular cluster, C3H7N2O overall.

E: -302.9859 hartree
Energy relative to the best compared isomer or geometry (same formula, charge and spin): 33.93 kcal per mole
E_LUMO: -4.20 eV
Multiplicity: 1
Charge: +1

Each line ends with the Löwdin charge.
Element x y z (Å)
C  -1.0219  -0.2849  1.7886  -0.02
C  -0.7129  0.7995  0.9031  0.04
N  -0.1898  0.1537  -0.2627  0.07
C  0.0885  -1.1264  -0.0425  -0.01
N  -0.6874  -1.4220  1.1271  0.08
H  -1.3977  -0.2180  2.7860  0.13
H  -1.0637  1.7887  1.1078  0.12
H  0.5868  0.5323  -0.9008  0.13
H  0.1271  -1.8698  -0.7834  0.14
H  -1.0251  -2.3834  1.3632  0.20
H  1.1509  1.2531  -2.8317  0.12
H  2.5100  1.2830  -2.2927  0.06
O  1.6352  1.4940  -1.9620  -0.06

---

(6)
DFT (the ωB97M-V functional and the def2-TZVPD basis) results for an isolated ion of composition C3H7N2O and charge +1.

Structure (SMILES): C=[N+]=C(O)CN
E: -302.9361 hartree
Energy relative to the best compared isomer or geometry (same formula, charge and spin): 65.24 kcal per mole
E_LUMO: -4.50 eV
Multiplicity: 1
Charge: +1

Each line ends with the Löwdin charge.
Element x y z (Å)
C  -2.8151  -0.3393  -0.1082  0.15
C  -0.6558  0.8233  -0.0106  -0.18
C  0.6053  -0.4294  0.0076  -0.10
N  -1.8062  0.3402  0.1437  0.11
N  1.7876  0.2837  -0.0386  0.00
O  -0.3080  2.1132  -0.1824  0.16
H  -3.2234  -0.7578  0.8445  0.14
H  -3.0313  -0.5329  -1.1432  0.12
H  0.4263  -0.9525  -0.9426  0.13
H  0.4488  -0.9425  0.9267  0.11
H  2.3607  0.4905  0.8243  0.15
H  0.6301  2.2891  -0.2056  0.11
H  2.2166  0.2960  -0.9279  0.09

---

(7)
DFT (the ωB97M-V functional and the def2-TZVPD basis) results for an isolated ion of composition C3H7N2O and charge +1.

Structure (SMILES): C1=[NH+]CCON1
E: -302.9231 hartree
Energy relative to the best compared isomer or geometry (same formula, charge and spin): 73.40 kcal per mole
E_LUMO: -4.12 eV
Multiplicity: 1
Charge: +1

Each line ends with the Löwdin charge.
Element x y z (Å)
C  1.4635  -0.0914  0.3830  -0.03
C  -0.6566  0.7927  -0.1399  -0.11
C  -0.9950  -0.7326  -0.5572  -0.11
N  1.3061  -0.9532  -0.6127  0.11
N  0.4659  0.7355  0.7033  0.02
O  0.1245  -1.0964  -1.2873  -0.07
H  2.4253  -0.0053  0.8897  0.17
H  -0.2915  1.2535  -1.0875  0.15
H  -1.5492  1.2239  0.3580  0.15
H  -1.0575  -1.4614  0.3157  0.16
H  -1.6562  -0.8213  -1.3934  0.14
H  1.9551  -1.5785  -1.0312  0.18
H  0.3220  0.8661  1.7690  0.22

---

(8)
DFT (the ωB97M-V functional and the def2-TZVPD basis) results for a 2-piece molecular cluster, C3H7N2O overall.

E: -302.8346 hartree
Energy relative to the best compared isomer or geometry (same formula, charge and spin): 128.91 kcal per mole
E_LUMO: -5.61 eV
Multiplicity: 1
Charge: +1

Each line ends with the Löwdin charge.
Element x y z (Å)
C  -0.5973  1.8102  1.5017  0.23
C  0.8600  -1.2329  0.0304  -0.06
C  -0.6251  -1.1477  0.0746  -0.09
N  0.2010  0.7663  -1.2171  0.03
N  0.1605  0.0638  -0.0674  -0.29
O  -1.3473  2.3858  0.8900  0.32
H  0.0940  1.4268  2.1962  0.15
H  1.5866  -1.1910  0.8873  0.13
H  1.2457  -1.6771  -0.9065  0.13
H  -1.2484  -1.3962  -0.7934  0.13
H  -1.2211  -1.0721  0.9432  0.09
H  -0.2644  0.2528  -1.9713  0.10
H  1.1559  1.0114  -1.5677  0.13

---

(9)
DFT (the ωB97M-V functional and the def2-TZVPD basis) results for an isolated ion of composition C3H7N2O and charge +1.

Structure (SMILES): CC(=[NH2+])NC=O
E: -302.9963 hartree
Energy relative to the best compared isomer or geometry (same formula, charge and spin): 27.42 kcal per mole
E_LUMO: -4.79 eV
Multiplicity: 1
Charge: +1

Each line ends with the Löwdin charge.
Element x y z (Å)
C  2.2085  -0.2675  0.0129  -0.26
C  -0.2681  -0.0088  0.0512  -0.30
C  -1.4924  0.9440  -0.1243  0.03
N  0.9863  0.4547  0.0587  0.16
N  -0.6611  -1.2413  0.1124  0.23
O  3.2420  0.2339  -0.2368  0.17
H  2.0889  -1.3109  0.4573  0.16
H  -1.2914  1.9682  0.3625  0.13
H  -1.8951  1.0016  -1.1459  0.10
H  -2.2913  0.3969  0.4910  0.11
H  1.1828  1.4253  -0.1816  0.18
H  -1.6308  -1.5763  -0.2107  0.21
H  -0.1783  -2.0200  0.3531  0.09

---

(10)
DFT (the ωB97M-V functional and the def2-TZVPD basis) results for a 2-piece molecular cluster, C3H7N2O2 overall.

E: -378.0354 hartree
Energy relative to the best compared isomer or geometry (same formula, charge and spin): 137.08 kcal per mole
E_LUMO: -5.24 eV
Multiplicity: 1
Charge: +1

Each line ends with the Löwdin charge.
Element x y z (Å)
C  0.0132  0.4452  0.0986  -0.04
C  0.0907  1.8650  0.0733  -0.01
C  0.8388  -1.7918  -0.2089  -0.05
N  0.9349  -0.4135  0.0538  0.04
N  -1.9527  0.0024  0.0742  -0.24
O  -2.0713  -1.1627  0.2153  0.16
O  -2.5483  0.9651  -0.1813  0.21
H  -0.0241  2.2602  -0.8789  0.10
H  1.0926  2.2776  0.2122  0.12
H  -0.6178  2.2888  0.8187  0.13
H  1.8442  -2.2801  -0.5455  0.15
H  -0.0930  -2.1383  -0.8382  0.14
H  0.6280  -2.1647  0.8770  0.14
H  1.8650  -0.1532  0.2299  0.16

---

(11)
DFT (the ωB97M-V functional and the def2-TZVPD basis) results for an isolated ion of composition C3H7N2O2 and charge +1.

E: -378.0730 hartree
Energy relative to the best compared isomer or geometry (same formula, charge and spin): 113.47 kcal per mole
E_LUMO: -3.67 eV
Multiplicity: 1
Charge: +1

Each line ends with the Löwdin charge.
Element x y z (Å)
C  -1.0657  0.9128  -0.9772  0.18
C  0.7621  -0.2938  -0.1858  -0.43
C  -1.8522  0.1040  -0.3345  -0.22
N  -1.3968  -0.8804  0.5332  0.04
N  1.3251  0.7007  0.8700  0.27
O  -0.0007  -1.2526  0.3515  0.00
O  1.7488  -0.6235  -1.0194  0.12
H  -0.9170  1.6976  -1.6681  0.06
H  -2.9329  0.1841  -0.3073  0.14
H  -1.9218  -1.7507  0.5551  0.15
H  1.7206  1.5039  0.3619  0.18
H  2.0730  0.2635  1.4305  0.18
H  0.5712  1.0138  1.4949  0.17
H  1.8862  -1.5793  -1.1047  0.15

---

(12)
DFT (the ωB97M-V functional and the def2-TZVPD basis) results for C3H7N2O2 as an isolated structure.

E: -378.0134 hartree
Energy relative to the best compared isomer or geometry (same formula, charge and spin): 150.89 kcal per mole
E_LUMO: -4.42 eV
Multiplicity: 1
Charge: +1

Each line ends with the Löwdin charge.
Element x y z (Å)
C  -0.3043  -0.8531  -1.5477  -0.33
C  -0.1001  -2.0964  -1.7725  0.08
C  0.4562  -0.2220  0.2059  -0.13
N  -1.3964  0.3758  1.6137  0.17
N  1.0211  1.1950  0.0133  0.23
O  -0.7257  0.2469  -1.4332  0.10
O  -0.3260  -0.5530  1.1109  -0.02
H  -0.1671  -2.5636  -2.6738  0.06
H  0.6027  -2.6723  -1.1721  0.10
H  -2.2568  0.0022  1.2835  0.10
H  -1.2522  0.1688  2.6061  0.11
H  1.9973  1.1712  0.3420  0.18
H  0.5527  1.7984  0.7188  0.16
H  0.9509  1.5146  -0.9885  0.19